{"formula": "C26H32BaN4O2PSe2Te", "method": "ωB97M-V/def2-TZVPD", "symbols": ["Ba", "Se", "P", "Se", "C", "C", "C", "C", "C", "C", "C", "C", "C", "C", "C", "C", "H", "H", "H", "H", "H", "H", "H", "H", "H", "H", "N", "C", "C", "C", "C", "N", "C", "N", "N", "C", "O", "O", "H", "H", "H", "H", "H", "H", "H", "H", "H", "H", "H", "H", "H", "H", "C", "Te", "C", "C", "C", "C", "C", "C", "C", "H", "H", "H", "H", "H", "H", "H", "H"], "positions_angstrom": [[0.031669, 1.235702, -0.987126], [2.928204, 0.189136, -0.901141], [2.430698, 0.146353, 1.203369], [0.311825, 0.066212, 1.703222], [3.166738, 1.605044, 1.994908], [4.558660, 1.703041, 2.020401], [5.164825, 2.812955, 2.584885], [4.386810, 3.834313, 3.123544], [3.003827, 3.738747, 3.100444], [2.391864, 2.621285, 2.538187], [3.240392, -1.252199, 2.022360], [3.016596, -1.445285, 3.386451], [3.619578, -2.507739, 4.038453], [4.439928, -3.384412, 3.333279], [4.666164, -3.189948, 1.979928], [4.069333, -2.117844, 1.322453], [5.164778, 0.911190, 1.595794], [6.245903, 2.884901, 2.606718], [4.862912, 4.700089, 3.568449], [2.397243, 4.527699, 3.530605], [1.315535, 2.525177, 2.545449], [2.364956, -0.771106, 3.929320], [3.445713, -2.659665, 5.096668], [4.903306, -4.220334, 3.844290], [5.306178, -3.871204, 1.431024], [4.250467, -1.949349, 0.268650], [-2.832350, 0.664774, -0.879869], [-3.267640, 1.980292, -0.353627], [-4.767751, 2.202814, -0.272038], [-5.450866, 2.270672, -1.643793], [-6.552759, 3.328767, -1.717816], [-6.089285, 4.669884, -1.343995], [-5.272465, 5.408520, -2.079381], [-4.982182, 5.046094, -3.331859], [-4.809275, 6.567090, -1.610804], [-2.576583, 3.109856, -1.155888], [-3.161102, 4.172023, -1.332713], [-1.385219, 2.809853, -1.555778], [-3.261714, 0.490540, -1.782195], [-3.130949, -0.085853, -0.267079], [-2.863502, 2.058994, 0.660803], [-4.913820, 3.140007, 0.268564], [-5.215877, 1.413641, 0.334801], [-5.905534, 1.313233, -1.905198], [-4.701299, 2.482623, -2.411983], [-7.361333, 3.085949, -1.033456], [-6.994805, 3.373124, -2.714593], [-6.243398, 4.971039, -0.397671], [-5.119221, 4.088594, -3.601888], [-4.240413, 5.527106, -3.812477], [-4.948994, 6.810757, -0.646572], [-4.046071, 7.023439, -2.078560], [-0.502699, -5.348357, -1.433692], [-0.481438, -3.278500, -0.909991], [1.632053, -3.372553, -1.157743], [1.964567, -4.837080, -1.327131], [3.297092, -5.248588, -1.379160], [3.617673, -6.585269, -1.541380], [2.602853, -7.530585, -1.656843], [1.278968, -7.128696, -1.613571], [0.948637, -5.782346, -1.450985], [-0.977983, -5.482649, -2.404225], [-1.077563, -5.890226, -0.685162], [2.097455, -2.944354, -0.274552], [1.936450, -2.784087, -2.019512], [4.085755, -4.507798, -1.293435], [4.655127, -6.892864, -1.579409], [2.845957, -8.578084, -1.781688], [0.487421, -7.864569, -1.707020]], "forces_ev_per_a": [[1.4377, -1.9296, -0.4319], [0.5853, -0.0936, 0.0103], [0.1159, -0.0232, 0.2146], [0.0410, -0.3555, 0.8685], [0.0459, 0.0780, 0.0345], [0.0095, 0.0607, 0.0177], [-0.0187, 0.0086, 0.0004], [-0.0085, -0.0321, -0.0094], [-0.0026, -0.0554, -0.0287], [0.1484, 0.0905, 0.0786], [-0.0137, -0.1043, -0.0324], [0.0359, -0.0535, -0.0169], [0.0027, 0.0058, -0.0345], [-0.0063, 0.0085, 0.0133], [-0.0266, 0.0450, -0.0261], [0.0938, -0.0915, 0.0805], [0.0011, 0.0090, 0.0018], [-0.0632, -0.0115, -0.0017], [-0.0177, -0.0425, -0.0283], [0.0319, -0.0557, -0.0298], [-0.0679, 0.0061, 0.0020], [-0.0023, -0.0089, -0.0003], [0.0062, 0.0111, -0.0427], [-0.0282, 0.0477, -0.0221], [-0.0369, 0.0476, 0.0303], [0.0008, -0.0158, -0.0143], [-0.1388, 0.3345, 0.1571], [0.1514, -0.2389, -0.1489], [-0.1747, -0.0225, 0.0099], [-0.0351, -0.0077, -0.0161], [0.1233, 0.0831, 0.0621], [-0.2377, -0.0573, -0.0747], [0.1917, -0.0759, -0.1003], [-0.0917, 0.1395, -0.0342], [-0.1601, 0.1030, -0.0647], [0.5379, -0.2278, -0.1716], [0.2223, -0.0285, 0.0922], [-2.5933, 2.5646, -0.5733], [0.0226, -0.0332, -0.0594], [-0.0105, 0.0003, 0.0622], [0.0454, -0.0327, 0.0398], [-0.0171, -0.0298, -0.0283], [-0.0212, 0.0040, 0.0222], [0.0118, 0.0012, -0.0191], [-0.0142, -0.0767, 0.0334], [-0.0441, -0.0098, 0.0450], [-0.0251, 0.0154, 0.0028], [-0.0124, -0.0086, 0.0194], [-0.0216, 0.0260, -0.0175], [0.0049, -0.0115, 0.0294], [0.0213, -0.0139, 0.0273], [0.0369, -0.0223, 0.0040], [0.1148, -0.0324, -0.0853], [-0.1304, 0.2136, 0.1542], [0.0161, -0.1776, 0.0005], [0.0039, 0.0575, -0.0010], [-0.0293, -0.0026, 0.0132], [-0.0469, -0.0121, -0.0021], [0.0154, 0.0473, 0.0052], [-0.0117, 0.0435, 0.0095], [-0.0622, 0.0005, -0.0402], [0.0532, -0.0373, 0.0062], [0.0258, -0.0057, -0.0067], [0.0393, -0.0377, 0.0270], [0.0121, -0.0048, -0.0265], [-0.0397, -0.0288, 0.0020], [-0.0230, 0.0029, 0.0039], [-0.0034, 0.0213, 0.0039], [0.0306, 0.0325, 0.0039]], "total_charge": 1, "spin_multiplicity": 1, "e_above_lowest_kj_mol": 115.8, "largest_force_ha_per_bohr": 0.072}

{"formula": "C26H32BrCl4N4O2SbSe4Si2Zr", "method": "ωB97M-V/def2-TZVPD", "symbols": ["Zr", "Se", "Sb", "Se", "Se", "Se", "Cl", "C", "C", "Cl", "C", "Cl", "C", "O", "C", "O", "C", "Cl", "C", "Si", "C", "C", "C", "C", "C", "C", "C", "C", "N", "Si", "C", "C", "C", "H", "H", "H", "H", "H", "H", "H", "H", "H", "H", "H", "H", "H", "H", "H", "H", "H", "H", "H", "H", "H", "H", "Br", "C", "C", "C", "N", "C", "C", "H", "H", "H", "H", "C", "N", "C", "C", "N", "H", "H", "H", "H", "H", "H"], "positions_angstrom": [[-0.624618, -0.098031, -0.086109], [0.388240, -6.568494, -4.868499], [0.663337, -4.945200, -3.105941], [0.835446, -1.656792, -1.747276], [-0.979607, -2.906403, -0.751482], [2.156033, -5.741681, -1.400778], [-6.418890, -2.030474, 3.235669], [-4.761768, -1.704770, 2.846372], [-3.755657, -2.021266, 3.744918], [-4.141044, -2.736803, 5.274736], [-2.420939, -1.754112, 3.412914], [-1.144401, -2.121139, 4.517616], [-2.082423, -1.179597, 2.194391], [-0.838218, -0.896271, 1.844997], [-3.112853, -0.834305, 1.282601], [-2.772117, -0.238810, 0.165043], [-4.434293, -1.112180, 1.623463], [-5.665178, -0.674795, 0.481830], [3.916820, 1.414690, 1.156158], [2.918072, 1.618003, -0.438173], [3.480475, 0.256153, -1.584272], [3.709759, 3.171423, -1.190554], [1.053144, 1.808678, -0.212594], [0.465009, 2.101211, 1.074347], [1.110872, 2.556223, 2.254893], [0.381716, 2.729961, 3.401504], [-0.995850, 2.462832, 3.422034], [-1.571738, 2.031619, 2.256816], [-0.872960, 1.867114, 1.123828], [0.238251, 2.761168, -1.617229], [0.781458, 4.584478, -1.615728], [0.708190, 2.052836, -3.292303], [-1.624481, 3.058921, -1.451921], [4.209967, 2.380998, 1.575708], [4.833622, 0.885621, 0.880033], [3.428272, 0.827669, 1.927662], [4.559805, 0.379436, -1.723216], [3.005377, 0.306780, -2.566029], [3.289679, -0.731756, -1.167402], [4.793980, 3.019861, -1.181710], [3.490704, 4.076878, -0.620206], [3.411888, 3.340021, -2.226605], [2.163772, 2.787907, 2.234120], [0.876698, 3.085732, 4.298263], [-1.585475, 2.572318, 4.320663], [-2.625141, 1.781548, 2.193231], [1.784386, 4.753548, -2.001917], [0.737452, 4.992732, -0.601404], [0.081847, 5.157649, -2.232290], [1.686882, 2.421868, -3.607887], [-0.026500, 2.370648, -4.037377], [0.728370, 0.961448, -3.278770], [-1.765190, 3.825629, -0.684955], [-2.280623, 2.227149, -1.220555], [-1.942793, 3.479985, -2.413046], [2.319503, -4.720330, 4.850634], [2.184490, -3.400805, 3.488873], [2.112591, -3.772414, 2.166465], [2.014996, -2.756038, 1.220704], [1.973691, -1.461472, 1.531308], [2.012965, -1.142200, 2.824405], [2.138695, -2.064596, 3.847066], [2.113301, -4.802606, 1.838791], [1.968469, -3.017664, 0.169313], [1.913775, -0.089651, 3.070381], [2.163950, -1.752521, 4.881184], [-3.974336, -2.186203, -3.152605], [-2.707572, -1.595860, -3.570503], [-1.893745, -2.313621, -4.549120], [-2.167809, -0.698311, -2.807009], [-1.686164, 0.102515, -2.125701], [-3.820616, -3.242668, -2.927541], [-4.714659, -2.082830, -3.948747], [-4.324681, -1.689644, -2.249737], [-1.598376, -3.284282, -4.150852], [-0.996876, -1.736687, -4.764617], [-2.478355, -2.449968, -5.460278]], "forces_ev_per_a": [[-0.0545, -2.0272, -0.2974], [-0.0531, -0.1795, -0.1479], [0.1763, -0.0737, -0.0445], [-0.6207, 0.0221, 0.5452], [0.5863, 1.0367, -0.1962], [0.0897, -0.1173, 0.0139], [-0.0066, 0.0026, -0.0072], [0.0543, -0.0414, 0.0901], [-0.0697, 0.0287, -0.0621], [0.0017, -0.0091, 0.0054], [0.0320, -0.0020, -0.0355], [-0.0107, 0.0018, 0.0108], [0.1223, -0.0794, 0.2585], [-0.1919, 0.4174, -0.2735], [-0.2496, 0.0704, -0.0028], [0.3461, 0.2861, 0.3378], [0.0402, 0.0243, -0.0509], [0.0000, -0.0051, 0.0017], [0.0050, -0.0333, -0.0349], [-0.0533, 0.0904, 0.0593], [-0.0289, 0.0447, 0.0024], [0.0197, -0.0003, 0.0257], [-0.0948, -0.3238, -0.3274], [0.0660, 0.3663, -0.0332], [-0.0592, 0.0351, 0.0071], [-0.0077, 0.0025, -0.0032], [0.0074, 0.0362, -0.0114], [-0.0593, 0.0660, -0.0609], [0.0635, -0.3310, 0.1465], [-0.0029, 0.3766, 0.1133], [0.0604, -0.0114, -0.0388], [-0.0794, -0.0032, 0.0345], [0.0377, 0.0276, -0.0584], [-0.0157, 0.0044, 0.0113], [0.0133, 0.0145, 0.0146], [-0.0091, -0.0400, 0.0023], [0.0014, -0.0102, -0.0260], [-0.0104, -0.0258, 0.0042], [0.0289, -0.0078, 0.0113], [0.0053, 0.0019, 0.0056], [0.0016, 0.0018, 0.0038], [0.0132, -0.0023, -0.0073], [0.0105, -0.0315, -0.0064], [-0.0083, -0.0114, 0.0088], [0.0037, 0.0072, 0.0027], [0.0064, -0.0292, 0.0077], [-0.0011, 0.0158, -0.0021], [-0.0153, -0.0039, 0.0051], [-0.0106, 0.0024, 0.0119], [0.0215, -0.0405, -0.0006], [0.0169, 0.0049, -0.0168], [-0.0109, -0.0013, -0.0099], [-0.0199, 0.0169, -0.0185], [0.0271, -0.0268, 0.0089], [-0.0251, 0.0291, 0.0259], [-0.0033, -0.0076, 0.0113], [-0.0005, 0.0020, -0.0168], [0.0131, -0.0176, 0.0205], [0.0844, 0.0396, -0.0603], [-0.1564, 0.0548, 0.1354], [-0.0188, -0.0568, 0.0394], [0.0227, 0.0126, -0.0148], [0.0241, 0.0040, -0.0120], [-0.0229, -0.0035, 0.0167], [0.0043, 0.0021, -0.0051], [-0.0066, 0.0042, 0.0011], [-0.0082, -0.1034, 0.0812], [-0.1882, 0.2166, -0.1274], [0.0305, -0.0225, -0.0018], [0.0170, -0.2895, 0.0671], [0.0412, 0.6041, -0.1877], [0.0312, 0.0116, 0.0305], [0.0200, 0.0059, -0.0120], [-0.0026, 0.0076, -0.0125], [0.0240, -0.0095, 0.0139], [-0.0028, -0.0443, 0.0276], [0.0080, 0.0233, 0.0028]], "total_charge": -2, "spin_multiplicity": 1, "e_above_lowest_kj_mol": 58.8, "largest_force_ha_per_bohr": 0.040}

{"formula": "C26H32BrGeIrNO5Se", "method": "ωB97M-V/def2-TZVPD", "symbols": ["Ir", "O", "C", "C", "O", "C", "C", "O", "C", "O", "O", "C", "C", "C", "C", "C", "Br", "N", "C", "H", "H", "H", "H", "H", "H", "C", "Ge", "C", "C", "C", "Se", "C", "H", "H", "H", "H", "H", "H", "H", "H", "H", "H", "H", "H", "H", "H", "C", "C", "C", "C", "C", "C", "C", "C", "C", "C", "H", "H", "H", "H", "H", "H", "H", "H", "H", "H", "H", "H"], "positions_angstrom": [[-0.526469, -0.390353, -0.313030], [0.056233, -5.712670, -3.426824], [-0.057937, -4.689205, -2.798417], [-0.995170, -3.533577, -3.118530], [-1.766000, -3.472957, -4.055938], [-0.742760, -2.539561, -2.078243], [0.213396, -2.998287, -1.158696], [0.583645, -2.283445, -0.157054], [0.704745, -4.320849, -1.539185], [1.560589, -4.994541, -0.994813], [-1.281863, -1.369295, -1.978773], [1.261701, -1.719456, 4.483630], [1.053663, -0.533488, 3.585582], [1.427154, 0.755209, 3.942805], [1.219950, 1.791119, 3.054703], [0.641042, 1.518451, 1.824690], [0.406468, 2.960245, 0.638126], [0.287851, 0.289665, 1.448502], [0.488177, -0.707102, 2.337112], [1.705920, -1.419519, 5.432215], [1.923340, -2.444565, 4.007293], [0.317724, -2.223831, 4.691808], [1.882847, 0.949588, 4.906185], [1.510517, 2.803924, 3.290651], [0.202122, -1.685643, 1.976273], [3.496635, -1.785677, 0.717651], [4.318169, -0.542744, -0.533988], [4.202568, 1.277000, 0.195040], [6.212747, -0.983138, -0.813364], [3.401040, -0.690761, -2.257460], [1.521797, -0.131639, -2.271390], [1.825716, 1.763730, -2.536403], [3.901073, -1.653018, 1.723359], [3.638448, -2.818970, 0.401686], [2.419952, -1.607195, 0.722381], [4.849874, 1.355897, 1.071043], [3.182739, 1.510837, 0.500836], [4.519814, 2.028179, -0.530032], [6.758375, -0.950237, 0.130929], [6.680996, -0.279960, -1.504183], [6.309016, -1.986726, -1.229393], [3.386351, -1.744437, -2.541136], [3.912957, -0.145876, -3.053250], [2.435584, 2.186200, -1.741397], [0.839851, 2.225035, -2.522475], [2.298861, 1.921438, -3.504072], [-4.125146, -0.657929, -0.596422], [-3.393680, 0.687073, -0.663008], [-3.169788, 1.052795, -2.144393], [-2.046850, 0.567714, 0.065688], [-4.197834, 1.814404, -0.019791], [-3.613188, 3.078793, 0.092896], [-4.293194, 4.145990, 0.653951], [-5.590669, 3.978232, 1.123441], [-6.185387, 2.731931, 1.023690], [-5.496045, 1.663297, 0.458867], [-3.507465, -1.417869, -1.070739], [-5.079447, -0.606636, -1.127159], [-4.313291, -0.956039, 0.437692], [-2.604532, 0.262649, -2.631700], [-2.612748, 1.987177, -2.232615], [-4.132226, 1.176990, -2.650413], [-2.114435, 1.088018, 1.036185], [-2.598086, 3.220264, -0.259667], [-3.809418, 5.112799, 0.728546], [-6.127248, 4.810086, 1.562906], [-7.194742, 2.581998, 1.388581], [-5.984027, 0.700467, 0.399012]], "forces_ev_per_a": [[-0.0416, -0.0715, -0.0094], [0.0069, 0.0237, -0.0140], [-0.0776, -0.0979, -0.0204], [-0.0239, 0.0785, -0.0835], [0.0173, -0.0363, 0.0377], [-0.0245, 0.0944, 0.0133], [-0.0296, -0.1196, -0.1390], [-0.1021, 0.0007, 0.0780], [0.0789, 0.0962, 0.0735], [0.0134, -0.0187, 0.0212], [-0.1073, -0.0801, -0.0168], [0.0185, -0.0094, -0.0248], [0.0104, 0.0061, 0.0190], [-0.0041, 0.0103, -0.0263], [0.0146, 0.0577, 0.0255], [0.0245, -0.0199, 0.0409], [0.0179, 0.0159, -0.0611], [-0.0486, -0.0773, -0.0299], [0.0507, 0.0152, -0.0034], [-0.0003, 0.0037, -0.0019], [-0.0076, -0.0119, 0.0093], [0.0000, -0.0044, -0.0017], [-0.0004, -0.0038, 0.0060], [-0.0301, 0.0031, -0.0055], [-0.0184, -0.0339, 0.0143], [-0.0157, 0.1376, 0.0170], [-0.0305, -0.0173, 0.1463], [0.0540, 0.0098, -0.0445], [0.0052, 0.0330, -0.0286], [-0.0025, 0.0117, -0.0038], [0.0892, 0.0559, -0.0761], [-0.0001, 0.0164, 0.0040], [0.0344, -0.0048, 0.0041], [0.0109, -0.0285, 0.0059], [0.1626, -0.0726, 0.0335], [-0.0205, 0.0016, 0.0089], [-0.0454, -0.0247, -0.0040], [0.0329, -0.0148, 0.0003], [-0.0024, -0.0038, 0.0054], [0.0023, 0.0009, 0.0023], [-0.0002, -0.0047, 0.0074], [-0.0153, -0.0086, -0.0221], [-0.0177, -0.0090, 0.0074], [-0.0322, -0.0182, 0.0068], [0.0280, 0.0080, -0.0046], [-0.0093, 0.0172, -0.0047], [0.0494, 0.0097, 0.0290], [0.0763, 0.0694, -0.0779], [-0.0404, -0.0369, 0.0408], [-0.1027, 0.1146, 0.0778], [-0.0566, 0.0013, -0.0096], [0.0120, 0.0299, 0.0032], [-0.0004, -0.0076, 0.0033], [-0.0059, 0.0030, 0.0015], [-0.0052, -0.0034, 0.0024], [0.0391, 0.0059, -0.0038], [0.0094, 0.0117, 0.0111], [-0.0157, -0.0121, -0.0088], [0.0007, -0.0183, -0.0061], [0.0088, 0.0014, -0.0348], [0.0039, -0.0082, 0.0017], [0.0068, -0.0007, 0.0094], [0.0481, -0.0359, 0.0101], [0.0089, -0.0136, -0.0037], [0.0020, -0.0028, -0.0014], [-0.0013, -0.0025, 0.0014], [0.0009, 0.0022, -0.0017], [-0.0028, -0.0128, -0.0059]], "total_charge": -1, "spin_multiplicity": 1, "e_above_lowest_kj_mol": 0.0, "largest_force_ha_per_bohr": 0.004}